# C25H18AsClN4PdS

A molecular structure, C25H18AsClN4PdS (the ωB97M-V functional and the def2-TZVPD basis, OMol25).

The molecular weight is 623.31 Da. As for the energy relative to the best compared isomer or geometry (same formula, charge and spin): 6.2 kcal/mol. Its spin multiplicity is 5. As for the charge: +2. The LUMO energy (alpha / beta) is -5.3 / -9.5 eV. For the HOMO energy (alpha / beta), the calculation gives -14.19 / -14.69 eV.

Geometry as XYZ:
```
51
Properties=species:S:1:pos:R:3:mulliken_spin:R:1
Pd -1.49 0.07 0.32 0.957
S -1.81 -0.38 -2.00 0.799
C -0.36 -0.23 -2.88 -0.015
C -0.43 -0.42 -4.28 0.132
C 0.71 -0.35 -5.05 -0.029
C 1.93 -0.08 -4.45 0.145
C 2.02 0.12 -3.06 0.009
C 0.89 0.05 -2.28 0.119
As 0.98 0.33 -0.38 0.358
C 2.80 0.68 0.06 0.092
C 3.59 -0.31 0.65 0.017
C 4.92 -0.04 0.91 -0.002
C 5.45 1.21 0.59 0.020
C 4.66 2.19 0.02 -0.006
C 3.32 1.94 -0.24 0.032
C 0.51 -1.38 0.37 -0.031
C 0.33 -2.53 -0.43 0.108
C 0.11 -3.75 0.17 -0.024
C 0.04 -3.85 1.56 0.085
C 0.22 -2.74 2.36 -0.043
C 0.46 -1.50 1.77 0.107
H -1.40 -0.63 -4.73 -0.005
H 0.65 -0.50 -6.12 0.002
H 2.83 -0.02 -5.05 0.003
H 2.99 0.34 -2.62 0.018
H 3.18 -1.28 0.89 0.003
H 5.55 -0.80 1.35 0.000
H 6.50 1.41 0.79 0.001
H 5.08 3.16 -0.22 -0.001
H 2.70 2.71 -0.68 -0.005
H 0.40 -2.47 -1.50 0.017
H -0.01 -4.64 -0.44 0.001
H -0.14 -4.82 2.02 0.003
H 0.18 -2.82 3.44 0.000
H 0.64 -0.64 2.40 0.000
N -1.19 1.26 2.21 0.296
C -0.81 1.83 3.15 -0.113
N -0.54 2.47 4.24 0.418
C 0.55 2.68 4.84 -0.084
N 1.55 2.84 5.46 0.515
Cl -6.67 1.67 -1.84 0.001
C -5.76 1.26 -0.44 0.014
C -6.37 1.16 0.81 -0.001
C -5.57 0.83 1.89 0.008
C -4.21 0.63 1.69 0.001
N -3.63 0.72 0.49 0.088
C -4.40 1.04 -0.56 0.016
H -7.43 1.33 0.92 0.000
H -5.99 0.74 2.88 0.001
H -3.57 0.38 2.53 -0.003
H -3.94 1.13 -1.53 -0.022
```